Entry 1:
The following is a DFT calculation (ωB97M-V/def2-TZVPD) of a cluster of 10 separate species, C84H182N10O12 in total at a distorted geometry.

Geometry (Å):
1 C 8.31539 -4.69898 0.88018
2 C 7.54453 -5.96674 1.34486
3 C 7.93129 -7.18773 0.50046
4 C 8.11217 -6.23979 2.78002
5 C 7.35323 -7.26895 3.66399
6 C 5.85881 -6.76793 3.75742
7 C 5.24815 -6.55834 2.31887
8 C 4.87446 -7.97714 1.77918
9 C 3.97179 -5.71311 2.50296
10 N 6.13580 -5.74772 1.46512
11 O 5.56148 -5.37436 0.31337
12 H 8.30417 -4.67424 -0.20949
13 H 7.88309 -3.78411 1.28544
14 H 9.30491 -4.63272 1.33244
15 H 7.53521 -8.09989 0.94675
16 H 7.46589 -7.10117 -0.48138
17 H 8.98910 -7.31049 0.26794
18 H 9.17225 -6.49165 2.74993
19 H 8.20606 -5.34888 3.40097
20 H 7.40477 -8.26747 3.22995
21 H 7.78303 -7.33340 4.66359
22 H 5.89027 -5.78912 4.23601
23 H 5.30354 -7.48405 4.36319
24 H 3.96660 -8.33477 2.26497
25 H 5.64720 -8.74311 1.71408
26 H 4.76983 -7.91821 0.69581
27 H 3.28328 -5.83185 1.66633
28 H 4.08086 -4.64329 2.68097
29 H 3.45527 -6.00128 3.41853
30 H 5.49131 -4.42772 0.45671
31 C -1.59581 5.93595 5.58277
32 C -0.17476 5.94091 6.34126
33 C 0.39903 4.54383 6.61917
34 C 0.86397 6.71392 5.44692
35 C 2.18739 7.17675 6.18907
36 C 1.81687 8.03127 7.44801
37 C 0.75121 7.34503 8.30495
38 C 1.56321 6.34584 9.11842
39 C 0.09465 8.38746 9.27566
40 N -0.40594 6.82544 7.47449
41 O -1.38675 6.19684 8.25061
42 H -2.31785 5.49409 6.26944
43 H -1.94372 6.93212 5.30943
44 H -1.68616 5.44946 4.61155
45 H 0.13095 4.19949 7.61799
46 H -0.12367 3.78531 6.03646
47 H 1.47481 4.38610 6.54238
48 H 1.18749 6.08589 4.61686
49 H 0.33563 7.58925 5.06910
50 H 2.81010 6.37414 6.58424
51 H 2.84041 7.77588 5.55448
52 H 1.45883 9.00183 7.10459
53 H 2.74793 8.18014 7.99489
54 H 1.95137 5.51967 8.52271
55 H 0.93384 5.77233 9.79891
56 H 2.17998 6.89741 9.82797
57 H -0.41911 9.15180 8.69262
58 H 0.88949 8.81282 9.88837
59 H -0.70540 7.94946 9.87245
60 H -2.01116 6.92200 8.32704
61 C 3.34707 -6.91798 9.72769
62 C 1.87481 -6.56001 10.21845
63 C 0.91872 -7.72907 10.04373
64 C 1.94125 -6.27932 11.79422
65 C 2.07868 -4.77349 12.19224
66 C 1.30165 -3.76320 11.26765
67 C 1.53881 -3.99212 9.79437
68 C 0.49496 -3.08356 9.02918
69 C 3.01837 -3.60445 9.45967
70 N 1.28891 -5.36539 9.44148
71 O 1.22492 -5.62625 8.07853
72 H 4.10239 -6.47224 10.37492
73 H 3.63714 -7.95301 9.90843
74 H 3.56204 -6.63924 8.69609
75 H -0.07160 -7.47234 10.41984
76 H 0.77700 -7.94297 8.98437
77 H 1.21243 -8.67920 10.48993
78 H 1.22414 -6.85104 12.38330
79 H 2.85155 -6.76614 12.14414
80 H 1.82289 -4.63020 13.24206
81 H 3.13510 -4.51743 12.27284
82 H 1.68592 -2.76319 11.46866
83 H 0.24293 -3.89314 11.49201
84 H 0.76677 -2.94712 7.98247
85 H 0.41180 -2.11362 9.51949
86 H -0.45865 -3.58905 9.18156
87 H 3.15341 -2.52285 9.45536
88 H 3.18955 -3.93130 8.43402
89 H 3.71528 -4.10040 10.13528
90 H 0.31523 -5.90408 7.94868
91 C -7.61195 1.73942 3.28382
92 C -8.43839 0.45047 3.60454
93 C -8.91570 0.04624 2.23845
94 C -7.40684 -0.59942 4.17046
95 C -7.01297 -0.47574 5.60187
96 C -8.24222 -0.30165 6.46788
97 C -9.23880 0.72117 5.97532
98 C -10.56706 0.46060 6.83070
99 C -8.72956 2.16041 6.36425
100 N -9.55607 0.48841 4.55224
101 O -10.62303 1.24924 4.02550
102 H -6.94001 2.01151 4.09779
103 H -7.00804 1.61564 2.38490
104 H -8.41610 2.46084 3.13889
105 H -8.16288 -0.37205 1.57031
106 H -9.70091 -0.70383 2.33305
107 H -9.32600 0.94035 1.76907
108 H -7.66691 -1.64937 4.03597
109 H -6.44749 -0.38377 3.70010
110 H -6.26840 -1.21803 5.88949
111 H -6.42672 0.43071 5.75271
112 H -7.79255 0.03321 7.40265
113 H -8.70617 -1.26875 6.66166
114 H -11.37401 1.03099 6.37070
115 H -10.52744 0.84803 7.84875
116 H -10.89334 -0.57747 6.89446
117 H -8.84380 2.41301 7.41840
118 H -9.41035 2.90606 5.95362
119 H -7.67688 2.33227 6.13969
120 H -11.23935 0.51799 3.94161
121 C -6.81484 5.70387 -4.15086
122 C -5.39836 5.04489 -4.25443
123 C -4.52239 5.40770 -2.99412
124 C -5.48849 3.54009 -4.05803
125 C -5.95250 2.72944 -5.31951
126 C -5.03664 3.14689 -6.52840
127 C -4.96619 4.67745 -6.76459
128 C -3.83051 4.98609 -7.75216
129 C -6.28172 5.15970 -7.29673
130 N -4.63620 5.32541 -5.49357
131 O -4.38012 6.66798 -5.62286
132 H -7.25277 5.67490 -3.15312
133 H -6.86677 6.75783 -4.42394
134 H -7.54840 5.29505 -4.84572
135 H -4.05762 6.39336 -3.01769
136 H -5.12181 5.30606 -2.08943
137 H -3.68127 4.75523 -2.75982
138 H -4.52624 3.11860 -3.76730
139 H -6.12929 3.14512 -3.26970
140 H -5.85775 1.64986 -5.20279
141 H -6.96961 3.04720 -5.54890
142 H -5.32994 2.67696 -7.46714
143 H -4.03504 2.84729 -6.21992
144 H -3.77333 5.96059 -8.23708
145 H -3.83632 4.35910 -8.64376
146 H -2.83165 4.77657 -7.36946
147 H -6.27782 5.16777 -8.38670
148 H -6.45422 6.20547 -7.04235
149 H -7.17229 4.53940 -7.19564
150 H -3.49321 6.73024 -5.26080
151 C 0.51940 10.17187 -2.47477
152 C 1.66679 9.17725 -2.54957
153 C 3.02007 9.90865 -2.98116
154 C 1.87566 8.61621 -1.08202
155 C 2.75498 7.34916 -1.03822
156 C 2.20611 6.31005 -2.02669
157 C 1.95793 6.81488 -3.49158
158 C 3.34437 6.86091 -4.20237
159 C 1.10716 5.74477 -4.21256
160 N 1.20675 8.10022 -3.49477
161 O 0.91329 8.55823 -4.78358
162 H 0.81421 10.96460 -1.78720
163 H 0.44587 10.76834 -3.38413
164 H -0.35784 9.65121 -2.09074
165 H 3.99731 9.46456 -2.79167
166 H 3.06973 9.79249 -4.06382
167 H 3.05887 10.91544 -2.56529
168 H 2.47479 9.35200 -0.54558
169 H 0.95296 8.48294 -0.51722
170 H 3.79881 7.47826 -1.32429
171 H 2.78811 7.03395 0.00469
172 H 1.21344 6.03166 -1.67285
173 H 2.79098 5.39422 -1.94128
174 H 3.18920 7.08792 -5.25711
175 H 3.84250 5.89149 -4.21644
176 H 3.94623 7.67487 -3.79822
177 H 0.93353 5.99888 -5.25821
178 H 0.11258 5.71382 -3.76765
179 H 1.64745 4.81000 -4.36217
180 H 1.80955 8.59333 -5.12579
181 C -0.39817 -0.90867 1.31632
182 C 0.00613 -0.39097 -0.11186
183 C -0.44001 1.09936 -0.09344
184 C 1.52266 -0.51800 -0.30622
185 C 2.05370 -0.31981 -1.73718
186 C 1.36149 -1.35978 -2.58209
187 C -0.21703 -1.34272 -2.55499
188 C -0.74918 -0.23633 -3.44245
189 C -0.57206 -2.77252 -3.08720
190 N -0.61009 -1.23270 -1.14115
191 O -2.00001 -1.33949 -0.92802
192 H -1.44971 -0.78164 1.57369
193 H -0.19315 -1.97859 1.35282
194 H 0.14722 -0.39975 2.11110
195 H -1.47956 1.29625 0.16858
196 H 0.22025 1.85856 0.32585
197 H -0.44419 1.46977 -1.11856
198 H 1.92462 0.29312 0.30091
199 H 1.90806 -1.44490 0.11852
200 H 1.75782 0.63061 -2.18131
201 H 3.14191 -0.25978 -1.71994
202 H 1.84111 -2.31143 -2.35317
203 H 1.62741 -1.24681 -3.63310
204 H -1.81874 -0.19249 -3.23698
205 H -0.69190 -0.42117 -4.51515
206 H -0.24103 0.70822 -3.24833
207 H -0.05514 -3.00907 -4.01722
208 H -1.63347 -2.97827 -3.22574
209 H -0.14223 -3.50837 -2.40757
210 H -2.06744 -2.13054 -0.38831
211 C -1.03398 -4.60416 -11.54949
212 C -0.95132 -3.19866 -12.12249
213 C -1.39229 -3.20157 -13.60268
214 C -1.92241 -2.34744 -11.29736
215 C -1.36748 -1.95523 -9.95359
216 C -0.13254 -1.11968 -10.16891
217 C 1.01820 -1.98091 -10.90328
218 C 2.13267 -1.06883 -11.29016
219 C 1.56466 -2.95628 -9.87237
220 N 0.45892 -2.68084 -12.09362
221 O 1.29016 -3.49779 -12.75443
222 H -1.97001 -5.15656 -11.63206
223 H -0.33475 -5.22223 -12.11266
224 H -0.78791 -4.78074 -10.50241
225 H -2.47290 -3.29011 -13.71463
226 H -1.15195 -2.22670 -14.02692
227 H -0.85867 -3.99330 -14.12853
228 H -2.34695 -1.47097 -11.78690
229 H -2.87125 -2.83178 -11.06668
230 H -2.08148 -1.36331 -9.38094
231 H -1.09477 -2.80961 -9.33412
232 H 0.22225 -0.68253 -9.23557
233 H -0.53891 -0.29272 -10.75124
234 H 1.73628 -0.37217 -12.02884
235 H 2.89509 -1.62407 -11.83651
236 H 2.58526 -0.44886 -10.51627
237 H 2.54434 -3.31835 -10.18421
238 H 0.90923 -3.81039 -9.70209
239 H 1.68560 -2.46403 -8.90740
240 H 1.35297 -4.19264 -12.09500
241 C 7.77112 0.77242 -5.58359
242 O 6.93746 0.05001 -6.38688
243 C 7.32785 -1.25351 -6.87106
244 C 8.34254 -1.10683 -8.00733
245 N 7.80447 -0.44788 -9.27911
246 C 8.89632 -0.32588 -10.24055
247 C 8.57654 0.55260 -11.54282
248 O 9.86291 0.81225 -12.14606
249 C 9.67238 1.78514 -13.16361
250 H 8.59640 1.16974 -6.17446
251 H 8.20932 0.27384 -4.71901
252 H 7.31806 1.70353 -5.24321
253 H 6.41742 -1.73826 -7.22354
254 H 7.69413 -1.90254 -6.07564
255 H 8.78577 -2.06707 -8.27108
256 H 9.18893 -0.49776 -7.68988
257 H 7.57984 0.50695 -9.03843
258 H 9.17874 -1.34170 -10.51704
259 H 9.68931 0.19491 -9.70386
260 H 8.07863 1.44814 -11.17111
261 H 7.92024 0.07998 -12.27358
262 H 8.91332 1.49667 -13.89075
263 H 10.64309 1.95837 -13.62820
264 H 9.47175 2.75222 -12.70251
265 C -5.65255 -5.10213 1.75155
266 O -4.66698 -5.31089 2.78597
267 C -4.33261 -6.69214 2.91089
268 C -3.05959 -6.81583 3.74690
269 N -3.27192 -6.36556 5.12502
270 C -3.84917 -7.41897 5.96490
271 C -4.17449 -6.82707 7.35766
272 O -5.36844 -6.00193 7.30543
273 C -5.64860 -5.28117 8.50288
274 H -5.25070 -5.30534 0.75890
275 H -5.86259 -4.03687 1.84746
276 H -6.64406 -5.50278 1.96247
277 H -4.11485 -7.10877 1.92747
278 H -5.19528 -7.18478 3.35945
279 H -2.33937 -6.18749 3.22289
280 H -2.66046 -7.82436 3.85486
281 H -3.83235 -5.53196 5.23051
282 H -3.10414 -8.21005 6.04991
283 H -4.74302 -7.88941 5.55526
284 H -3.28857 -6.34973 7.77644
285 H -4.45998 -7.63996 8.02537
286 H -4.96138 -4.45570 8.68844
287 H -5.60782 -5.83785 9.43912
288 H -6.58448 -4.73982 8.36441

Values from the calculation:
DFT total energy: -4759.4647 hartree
lowest unoccupied orbital energy: 0.0058 Ha
SMILES string: CC1(C)CCCC(C)(C)N1O.CC1(C)CCCC(C)(C)N1O.CC1(C)CCCC(C)(C)N1O.CC1(C)CCCC(C)(C)N1O.CC1(C)CCCC(C)(C)N1O.CC1(C)CCCC(C)(C)N1O.CC1(C)CCCC(C)(C)N1O.CC1(C)CCCC(C)(C)N1O.COCCNCCOC.COCCNCCOC


Entry 2:
The following is a DFT calculation (ωB97M-V/def2-TZVPD) of a cluster of 14 separate species, C18H12Cl52N2O3 in total at a distorted geometry.

Geometry (Å):
1 C 2.88188 2.81437 -0.00538
2 C 2.02903 3.48880 -1.08398
3 C 1.30165 2.41222 -1.88447
4 N 0.20932 1.93215 -1.07195
5 O -0.56817 0.99960 -1.81975
6 C -1.77677 0.96430 -1.14101
7 O -1.96973 0.13278 -0.27922
8 O -2.67147 1.89844 -1.50206
9 C -2.80485 2.94691 -0.54653
10 N -2.31758 4.19381 -1.07260
11 H 3.73004 3.40599 0.31083
12 H 3.19873 1.84043 -0.36558
13 H 2.28807 2.64135 0.88834
14 H 1.24782 4.07737 -0.61080
15 H 2.59000 4.13020 -1.74852
16 H 2.00871 1.63256 -2.16588
17 H 0.87482 2.85399 -2.77964
18 H 0.50066 1.52118 -0.19146
19 H -2.30058 2.67355 0.38189
20 H -3.86192 3.03700 -0.30047
21 H -2.29042 4.88975 -0.34385
22 H -1.39438 4.08514 -1.46854
23 C -2.84958 2.18009 -5.67519
24 Cl -1.74876 2.22880 -4.30249
25 Cl -1.92896 1.84791 -7.14878
26 Cl -4.03160 0.89123 -5.42403
27 Cl -3.68825 3.72713 -5.83399
28 C -6.65908 0.79500 0.88549
29 Cl -7.59977 0.01890 -0.39172
30 Cl -7.75055 1.44809 2.11055
31 Cl -5.57355 -0.38255 1.62064
32 Cl -5.69076 2.10948 0.18972
33 C 6.25086 2.34137 2.40227
34 Cl 5.11571 3.15853 3.47956
35 Cl 6.71669 3.43073 1.09153
36 Cl 7.67783 1.84070 3.30556
37 Cl 5.48160 0.90570 1.71316
38 C 4.29843 2.45478 -4.57077
39 Cl 3.83396 0.96935 -3.73489
40 Cl 2.87276 3.15751 -5.34283
41 Cl 4.97156 3.60537 -3.40836
42 Cl 5.51420 2.08704 -5.79709
43 C -9.75982 5.13921 3.44694
44 Cl -10.17093 3.60305 4.22006
45 Cl -11.08758 5.64324 2.39789
46 Cl -9.48879 6.36760 4.68683
47 Cl -8.29407 4.93399 2.48658
48 C 1.03133 -2.00148 -3.30863
49 Cl 1.34543 -3.55656 -4.08588
50 Cl -0.30062 -2.17124 -2.17014
51 Cl 2.49163 -1.48814 -2.44041
52 Cl 0.62124 -0.79577 -4.53510
53 C 8.29193 6.08873 4.36643
54 Cl 8.69189 5.31403 5.90271
55 Cl 9.24472 5.35864 3.07652
56 Cl 6.55914 5.88710 4.05045
57 Cl 8.67325 7.81296 4.45978
58 C -5.35088 -3.23752 4.89388
59 Cl -4.25236 -2.50825 3.71754
60 Cl -4.82362 -2.82444 6.52821
61 Cl -6.98630 -2.62628 4.62852
62 Cl -5.33263 -4.99192 4.69356
63 C -3.14714 -2.43705 -7.71245
64 Cl -2.74852 -4.00269 -8.42790
65 Cl -4.57890 -2.60609 -6.69020
66 Cl -1.79138 -1.87135 -6.73633
67 Cl -3.47667 -1.26869 -8.99584
68 C -5.71687 -8.84704 5.94478
69 Cl -5.21707 -8.12518 4.41110
70 Cl -7.48044 -8.89288 6.02781
71 Cl -5.07667 -10.48897 6.05343
72 Cl -5.08837 -7.87740 7.28005
73 C 5.37277 -4.17423 -1.17107
74 Cl 4.10354 -5.39695 -1.27236
75 Cl 4.74289 -2.74761 -0.34128
76 Cl 6.74896 -4.81792 -0.27149
77 Cl 5.88710 -3.72170 -2.79895
78 C 9.95760 -1.91514 2.44368
79 Cl 9.52479 -3.42541 3.25066
80 Cl 8.50681 -1.16561 1.77780
81 Cl 10.70006 -0.81476 3.61209
82 Cl 11.10247 -2.24994 1.14123
83 C -1.90829 -8.09768 1.81757
84 Cl -3.03442 -9.41672 1.48123
85 Cl -2.79623 -6.72390 2.48375
86 Cl -0.70083 -8.63856 2.98728
87 Cl -1.10573 -7.61055 0.32193

Values from the calculation:
DFT total energy: -24958.0435 hartree
lowest unoccupied orbital energy: -0.0038 Ha


Results for frontier orbital gap: 8.23, 9.44 (in eV, following the order of the records).
Results for energy relative to the best compared isomer or geometry (same formula, charge and spin): 4.6238, 0.0000 (in eV, following the order of the records).